(1)
{"formula": "C27H51ClFIN3O5", "method": "ωB97M-V/def2-TZVPD", "symbols": ["C", "C", "C", "Cl", "C", "C", "C", "C", "F", "C", "N", "C", "N", "C", "C", "O", "I", "N", "H", "H", "H", "H", "H", "H", "H", "H", "H", "H", "H", "H", "H", "H", "H", "H", "H", "H", "H", "C", "C", "C", "O", "C", "H", "H", "H", "H", "H", "H", "H", "H", "C", "C", "C", "O", "C", "H", "H", "H", "H", "H", "H", "H", "H", "C", "C", "C", "O", "C", "H", "H", "H", "H", "H", "H", "H", "H", "C", "C", "C", "O", "C", "H", "H", "H", "H", "H", "H", "H", "H"], "coordinates": [[5.6333, 1.8789, 2.3632], [4.7571, 0.6137, 2.3199], [3.2915, 0.7969, 1.7881], [3.1383, 2.4225, 1.0424], [2.7990, -0.2838, 0.8142], [1.3814, 0.1759, 0.3328], [1.3246, 0.7756, -1.0918], [0.5407, 2.0998, -1.1505], [-0.7312, 1.8959, -1.6322], [3.7921, -0.7252, -0.2613], [4.5056, -1.8946, 0.3141], [3.7820, -2.2454, 1.4168], [4.1844, -3.0716, 2.3129], [5.4804, -3.7249, 2.3079], [6.2298, -3.2539, 3.5816], [5.6536, -2.8960, 4.4938], [8.3781, -3.2588, 3.5504], [2.5296, -1.6166, 1.4471], [5.9296, 2.2171, 1.3748], [6.5553, 1.5841, 2.8779], [5.1953, 2.6719, 2.9632], [4.6935, 0.2815, 3.3606], [5.3303, -0.1516, 1.7910], [2.6531, 0.8221, 2.6686], [0.9597, 0.8614, 1.0643], [0.7091, -0.6861, 0.3382], [0.8205, 0.0668, -1.7687], [2.2989, 0.9852, -1.5368], [1.0784, 2.7905, -1.8037], [0.5048, 2.5771, -0.1690], [3.2512, -1.0233, -1.1590], [4.4395, 0.1225, -0.4929], [5.4640, -1.6270, 0.5210], [3.5356, -3.2259, 3.0796], [5.3892, -4.8109, 2.2667], [6.0985, -3.4330, 1.4627], [2.0017, -2.2450, 0.8349], [1.9587, 3.9485, 5.9706], [0.9433, 4.6446, 5.0747], [1.4919, 4.3467, 3.6885], [2.1569, 3.0778, 3.7747], [2.2964, 2.7113, 5.1547], [1.5797, 3.7109, 6.9633], [2.8457, 4.5760, 6.0852], [-0.0388, 4.1815, 5.1968], [0.8429, 5.7108, 5.2700], [2.2291, 5.0959, 3.3822], [0.7117, 4.2971, 2.9280], [1.5949, 1.8954, 5.3625], [3.3117, 2.3513, 5.3352], [-2.1908, -0.2300, -4.9700], [-1.1812, -0.6914, -6.0119], [0.1245, -0.6154, -5.2366], [-0.1959, -0.8776, -3.8640], [-1.6232, -0.8321, -3.6968], [-3.2110, -0.5534, -5.1719], [-2.1846, 0.8613, -4.9044], [-1.3882, -1.7255, -6.2977], [-1.1729, -0.0840, -6.9158], [0.5649, 0.3859, -5.2981], [0.8626, -1.3410, -5.5822], [-1.9807, -1.8552, -3.5488], [-1.8683, -0.2471, -2.8092], [-5.2799, -4.2781, -0.6507], [-3.9809, -3.9769, 0.0802], [-3.1386, -3.3579, -1.0236], [-4.0412, -2.6958, -1.9134], [-5.3861, -3.0924, -1.5956], [-6.1422, -4.3741, 0.0072], [-5.1806, -5.2053, -1.2208], [-4.1606, -3.2434, 0.8702], [-3.5149, -4.8537, 0.5294], [-2.6031, -4.1268, -1.5928], [-2.4110, -2.6367, -0.6438], [-5.8828, -2.2446, -1.1142], [-5.9228, -3.3334, -2.5139], [-6.6548, 2.5002, -2.3785], [-5.8108, 1.6128, -3.2842], [-5.4595, 0.4643, -2.3521], [-6.5491, 0.3309, -1.4331], [-7.4081, 1.4714, -1.5485], [-7.3163, 3.1769, -2.9177], [-6.0054, 3.0986, -1.7345], [-6.4171, 1.2479, -4.1172], [-4.9330, 2.1105, -3.6952], [-4.5548, 0.6834, -1.7740], [-5.3117, -0.4769, -2.8823], [-8.3287, 1.1546, -2.0497], [-7.6637, 1.8367, -0.5531]], "mulliken_charge": [-1.63, -0.12, -0.61, -0.14, 1.91, -1.81, -0.37, -0.52, -0.29, -1.35, -0.36, 0.13, -0.08, -0.68, 0.35, -0.36, 0.09, -0.54, 0.37, 0.47, 0.34, 0.28, -0.04, 0.70, 0.55, 0.56, 0.26, 0.51, 0.31, 0.23, 0.57, 0.26, 0.44, 0.30, 0.40, 0.37, 0.41, -0.63, -0.60, -0.49, -0.11, -0.51, 0.35, 0.29, 0.27, 0.36, 0.30, 0.25, 0.31, 0.28, -0.51, -0.68, -0.51, -0.39, 0.24, 0.32, 0.24, 0.26, 0.36, 0.29, 0.29, -0.10, 0.18, -0.63, -0.60, -0.23, -0.25, -0.40, 0.34, 0.27, 0.28, 0.35, 0.33, 0.03, 0.26, 0.30, -0.59, -0.53, 0.07, -0.38, -0.55, 0.35, 0.26, 0.32, 0.32, 0.09, 0.06, 0.29, 0.27], "e_tot_ev": -66866.2281, "charge": 1, "e_lumo_ev": -3.1392, "orbital_gap_ev": 7.510}

(2)
{"formula": "C9H36N4O9", "method": "ωB97M-V/def2-TZVPD", "symbols": ["N", "C", "N", "O", "H", "H", "H", "H", "N", "C", "N", "O", "H", "H", "H", "H", "C", "O", "H", "H", "H", "H", "C", "O", "H", "H", "H", "H", "C", "O", "H", "H", "H", "H", "C", "O", "H", "H", "H", "H", "C", "O", "H", "H", "H", "H", "C", "O", "H", "H", "H", "H", "C", "O", "H", "H", "H", "H"], "coordinates": [[-2.1111, -5.8803, 13.0789], [-2.2407, -7.1660, 12.5358], [-3.1365, -7.3837, 11.4907], [-1.5680, -8.0328, 13.0486], [-2.2695, -5.0885, 12.4287], [-1.3614, -5.9180, 13.7227], [-3.3275, -6.5282, 10.9180], [-3.0116, -8.2786, 11.0242], [1.1280, -7.1531, 12.2633], [1.2111, -6.9784, 10.8276], [0.1161, -6.4778, 10.2102], [2.2391, -7.0544, 10.1638], [1.9411, -7.6060, 12.5954], [0.2349, -7.5836, 12.5848], [0.4349, -6.4118, 9.2472], [-0.6333, -5.9863, 10.5702], [-0.9391, -10.3504, 9.7696], [-2.1920, -9.9110, 10.3521], [-0.0418, -10.0595, 10.3179], [-0.9424, -11.3865, 9.5013], [-0.8680, -9.8324, 8.8048], [-2.4663, -10.5715, 11.0206], [-3.4609, -3.5824, 9.7007], [-2.5730, -4.5955, 10.0463], [-3.0747, -2.6074, 9.9698], [-3.7225, -3.5074, 8.6539], [-4.3430, -3.6260, 10.3177], [-2.1064, -4.8950, 9.2907], [3.6092, -10.1817, 9.9853], [2.3107, -9.8794, 9.5687], [3.6712, -11.2517, 10.3936], [4.2828, -10.0709, 9.1592], [4.0001, -9.5469, 10.7761], [2.2358, -8.9253, 9.4833], [-1.2494, -6.6296, 16.4505], [-0.1787, -6.3954, 15.4516], [-0.7828, -6.9889, 17.3751], [-1.8920, -5.7463, 16.5056], [-1.9558, -7.3906, 16.1004], [0.3562, -5.6388, 15.6788], [-5.0728, -7.3184, 14.2804], [-5.1494, -5.9341, 14.1519], [-4.1568, -7.6491, 13.8904], [-5.0924, -7.5194, 15.3584], [-5.8510, -7.9250, 13.8245], [-4.7533, -5.7315, 13.2723], [-3.2910, -10.9481, 13.9455], [-2.4012, -10.6935, 12.8637], [-4.0099, -11.7680, 13.7927], [-2.6398, -11.3921, 14.7361], [-3.7942, -10.0711, 14.1977], [-1.8610, -9.8696, 12.9068], [0.1352, -9.8955, 15.6687], [0.7545, -8.8312, 16.3640], [0.8951, -10.5303, 15.2686], [-0.4838, -10.4681, 16.3775], [-0.5576, -9.5201, 14.9096], [0.6117, -8.0132, 15.8404]], "nbo_charge": [-0.88, 0.80, -0.88, -0.73, 0.40, 0.43, 0.40, 0.45, -0.87, 0.79, -0.85, -0.69, 0.39, 0.42, 0.41, 0.40, -0.26, -0.79, 0.19, 0.17, 0.17, 0.51, -0.25, -0.75, 0.17, 0.18, 0.18, 0.48, -0.24, -0.75, 0.17, 0.16, 0.16, 0.49, -0.28, -0.77, 0.20, 0.19, 0.20, 0.48, -0.24, -0.71, 0.16, 0.17, 0.16, 0.46, -0.24, -0.80, 0.18, 0.17, 0.17, 0.52, -0.25, -0.76, 0.17, 0.16, 0.17, 0.49], "e_above_lowest_ev": 0.497, "smiles": "NC(N)=O.NC(N)=O.CO.CO.CO.CO.CO.CO.CO", "e_tot_ev": -34303.4574, "e_lumo_ev": 0.0983, "orbital_gap_ev": 9.782}

(3)
{"formula": "C2H5IO", "method": "ωB97M-V/def2-TZVPD", "symbols": ["C", "C", "O", "H", "H", "H", "H", "I", "H"], "coordinates": [[-0.8321, 0.9691, 0.0266], [-1.7472, 0.0109, 0.1465], [-1.4997, -1.2464, -0.1267], [-1.2740, 1.9268, 0.2893], [0.1068, 1.0401, -0.4494], [-2.7137, 0.0914, 0.6050], [-0.5892, -1.2070, -0.5748], [4.5292, 0.0122, -0.0325], [4.0199, -1.5970, 0.1161]], "nbo_charge": [-0.59, 0.17, -0.66, 0.21, 0.21, 0.18, 0.47, -0.11, 0.11], "e_above_lowest_ev": 1.207, "smiles": "C=CO.I", "e_tot_ev": -12301.6663, "e_lumo_ev": 0.1955, "orbital_gap_ev": 9.162}

(4)
{"formula": "C3H4ClNO", "method": "ωB97M-V/def2-TZVPD", "symbols": ["C", "C", "C", "H", "H", "H", "H", "N", "O", "Cl"], "coordinates": [[0.6514, -0.4430, 0.3478], [0.1733, 0.9109, 0.0127], [-0.6883, -0.9058, -0.1685], [0.7832, -0.6489, 1.4136], [0.9997, 1.5568, -0.5687], [0.0597, 1.3671, 0.9577], [-1.9061, 0.5977, -0.8582], [-1.0043, 0.3475, -0.6354], [-1.3749, -1.9433, -0.1388], [2.3063, -0.8391, -0.3622]], "nbo_charge": [-0.27, -0.23, 0.65, 0.24, 0.21, 0.20, 0.41, -0.59, -0.57, -0.05], "e_above_lowest_ev": 1.148, "e_tot_ev": -19234.6269, "e_lumo_ev": 0.6052, "orbital_gap_ev": 10.792}

(5)
{"formula": "C11H9O7Zn", "method": "ωB97M-V/def2-TZVPD", "symbols": ["Zn", "O", "C", "O", "C", "O", "O", "C", "O", "C", "C", "C", "C", "C", "C", "O", "C", "O", "C", "H", "H", "H", "H", "H", "H", "H", "H", "H"], "coordinates": [[-0.2182, -1.5426, -2.0868], [-1.3689, -5.0253, -3.3461], [-0.9591, -3.8998, -3.1380], [-0.9440, -3.3090, -1.9792], [-0.3850, -3.0232, -4.3143], [-0.3412, -3.4549, -5.4493], [0.0190, -1.8383, -3.9515], [-0.9702, -0.2392, 4.5903], [-0.3983, 0.9377, 4.0557], [-0.1416, 0.9447, 2.7231], [0.4295, 2.1368, 2.2239], [0.7195, 2.2295, 0.8960], [0.4736, 1.1780, -0.0169], [0.7826, 1.2848, -1.4153], [1.3956, 2.5344, -2.0149], [0.5736, 0.3727, -2.2289], [-0.1085, -0.0392, 0.4871], [-0.3840, -1.0655, -0.2179], [-0.4000, -0.1033, 1.8825], [-1.0998, -0.0562, 5.6544], [-0.3137, -1.1013, 4.4484], [-1.9422, -0.4511, 4.1381], [0.6235, 2.9501, 2.9105], [1.1562, 3.1507, 0.5350], [1.5842, 3.3449, -1.3178], [0.7234, 2.8779, -2.8009], [2.3298, 2.2383, -2.4917], [-0.8358, -1.0316, 2.2245]], "nbo_charge": [1.71, -0.64, 0.65, -0.92, 0.65, -0.64, -0.92, -0.25, -0.49, 0.34, -0.34, -0.11, -0.35, 0.59, -0.70, -0.71, 0.47, -0.83, -0.38, 0.19, 0.18, 0.18, 0.21, 0.20, 0.20, 0.24, 0.24, 0.22], "e_tot_ev": -74307.5934, "charge": -1, "e_lumo_ev": 2.5628, "orbital_gap_ev": 7.653}

(6)
{"formula": "C3H7NO3", "method": "ωB97M-V/def2-TZVPD", "symbols": ["C", "C", "C", "N", "O", "O", "O", "H", "H", "H", "H", "H", "H", "H"], "coordinates": [[-1.9118, 1.1748, 0.6671], [-0.3926, -2.0978, -0.2750], [-0.7434, 0.3272, 0.0752], [0.4013, 0.7683, -0.3301], [0.7262, 1.9858, -0.4122], [3.1139, -0.5407, -0.3723], [-1.0631, -0.9828, 0.0257], [-2.8903, 0.6129, 0.8465], [-2.0326, 2.0828, -0.1075], [-1.4256, 1.6456, 1.5754], [-1.1037, -2.9030, -0.1335], [0.6185, -2.0869, -0.6084], [4.0399, -0.2988, -0.2112], [2.6632, 0.3124, -0.7397]], "nbo_charge": [-0.71, 0.02, 0.48, -0.14, -0.36, -0.97, -0.41, 0.25, 0.25, 0.25, 0.18, 0.20, 0.47, 0.50], "e_above_lowest_ev": 6.946, "e_tot_ev": -10851.4216, "e_lumo_ev": [-0.2802, -1.3317], "orbital_gap_ev": [8.513, 6.866]}